(1)
DFT (the ωB97M-V functional and the def2-TZVPD basis) results for a cluster of 2 separate species, C4H10O in total.

```
15
Properties=species:S:1:pos:R:3:lowdin_charge:R:1
C -2.1446 -0.2669 0.2663 -0.03
C -0.9294 -0.3119 0.8030 -0.21
C 0.3030 -0.8471 0.1319 -0.21
C 1.4770 0.1222 0.1716 -0.30
O 2.6097 -0.5582 -0.3334 -0.07
H -2.3299 -0.5928 -0.7554 0.06
H -3.0019 0.0904 0.8312 0.05
H -0.7944 0.0289 1.8306 0.10
H 0.0983 -1.1267 -0.9087 0.12
H 0.6170 -1.7601 0.6550 0.12
H 1.2479 1.0158 -0.4305 0.10
H 1.6474 0.4585 1.2082 0.12
H 3.3464 0.0633 -0.3465 0.09
H -1.2187 1.9019 -1.8966 0.04
H -0.9279 1.7828 -1.2266 0.02
```

Calculated values
Strongest force on any atom = 0.009 Eh/bohr
Charge = 0
SMILES = C=CCCO.[H][H]
HOMO energy = -9.7 eV
LUMO = 1.01 eV
Gap between HOMO and LUMO = 10.74 eV

(2)
DFT (the ωB97M-V functional and the def2-TZVPD basis) results for a cluster of 3 separate species, C4H10O in total.

```
15
Properties=species:S:1:pos:R:3:lowdin_charge:R:1
H 1.5436 2.6567 1.1236 0.04
H 0.9657 2.2420 1.3497 0.02
C -2.1094 -0.3523 -0.2491 -0.06
C -1.1870 0.7016 0.2983 -0.36
O -0.8835 0.7980 1.4651 -0.01
H -1.6291 -0.8609 -1.0927 0.07
H -2.3626 -1.0720 0.5324 0.08
H -3.0250 0.1180 -0.6279 0.08
H -0.7844 1.4192 -0.4478 0.11
C 1.9608 -0.4388 -0.5971 -0.07
C 1.1942 -1.4452 -0.1901 -0.09
H 2.3803 -0.4057 -1.6000 0.05
H 2.2051 0.3903 0.0630 0.03
H 0.9511 -2.2809 -0.8428 0.05
H 0.7802 -1.4702 0.8154 0.05
```

Calculated values
Strongest force on any atom = 0.010 Eh/bohr
Charge = 0
SMILES = [H][H].CC=O.C=C
HOMO energy = -10.0 eV
LUMO = 1.13 eV
Gap between HOMO and LUMO = 11.08 eV

(3)
DFT (the ωB97M-V functional and the def2-TZVPD basis) results for a cluster of 2 separate species, C4H10O in total in a non-equilibrium geometry.

```
15
Properties=species:S:1:pos:R:3:lowdin_charge:R:1
C 0.8206 -1.7161 -0.0094 -0.07
C -0.1074 -0.5067 -0.2027 -0.20
C -1.3789 -0.6697 0.6361 0.05
C -1.8511 0.2860 1.3892 0.25
H 0.2965 -2.6635 -0.4032 0.12
H 1.7841 -1.5861 -0.4577 0.07
H 1.0090 -1.9140 1.1319 0.13
H -0.3976 -0.4330 -1.2542 0.15
H 0.3660 0.4166 -0.0091 0.08
H -1.6187 -1.7300 0.5908 0.16
H -2.7728 0.3765 1.8675 0.10
H -1.3510 1.2542 1.6376 0.15
H 1.5467 1.5049 -1.8879 0.02
H 2.4730 1.9690 -0.9162 0.03
O 1.7208 2.3055 -1.3973 -0.04
```

Calculated values
Strongest force on any atom = 0.129 Eh/bohr
Charge = +1
2S+1 = 2
HOMO energy (alpha / beta) = -14.9 / -14.9 eV
LUMO (alpha / beta) = -5.14 / -9.58 eV
Gap between HOMO and LUMO (alpha / beta) = 9.80 / 5.36 eV

(4)
DFT (the ωB97M-V functional and the def2-TZVPD basis) results for a cluster of 3 separate species, C4H10O2 in total in a non-equilibrium geometry.

```
16
Properties=species:S:1:pos:R:3:lowdin_charge:R:1
C 1.5449 -0.7381 -0.0828 -0.07
C 0.3488 -0.0907 0.6673 -0.37
O 0.6008 1.2067 1.2082 -0.15
C -0.9525 0.2075 -0.1293 -0.39
C -2.0248 -0.8087 -0.2155 0.00
O -1.1914 1.3665 -0.4186 0.04
H 1.8730 -0.1739 -0.9478 0.01
H 1.2945 -1.7485 -0.4377 0.08
H 2.4110 -0.8081 0.5927 0.09
H 0.1363 -0.8329 1.4670 0.14
H 1.8342 1.9671 0.0021 0.17
H 1.0534 1.8166 -1.8537 0.09
H -1.7336 -1.6698 -0.8105 0.09
H -2.1655 -1.1036 0.8285 0.10
H -2.9478 -0.3605 -0.5867 0.09
H -0.0813 1.7704 0.7169 0.06
```

Calculated values
Strongest force on any atom = 0.026 Eh/bohr
Charge = 0
HOMO energy (alpha / beta) = -9.8 / -8.6 eV
LUMO (alpha / beta) = 0.36 / -0.12 eV
Gap between HOMO and LUMO (alpha / beta) = 10.15 / 8.49 eV

(5)
DFT (the ωB97M-V functional and the def2-TZVPD basis) results for a cluster of 2 separate species, C4H10O2 in total in a non-equilibrium geometry.

```
16
Properties=species:S:1:pos:R:3:lowdin_charge:R:1
C -0.8286 0.4039 2.0708 -0.11
C -1.0463 -0.2366 0.7269 -0.31
C -0.3555 0.4445 -0.4042 -0.17
C -0.3474 -0.4981 -1.6582 -0.21
O 0.2253 -0.0947 -2.6416 0.03
H -1.6402 0.1888 2.7336 0.07
H -0.6550 1.4705 1.9732 0.08
H 0.1107 -0.0056 2.4084 0.07
H -2.1454 -0.3981 0.5895 0.12
H -0.6688 -1.2569 0.7858 0.11
H 0.6048 0.7153 -0.0319 0.10
H -0.7923 1.3774 -0.7593 0.13
H -0.8569 -1.4402 -1.5531 0.12
O 2.7903 -0.0666 -1.0902 -0.05
H 2.0877 -0.0173 -1.7535 0.00
H 3.5175 -0.5862 -1.3962 0.02
```

Calculated values
Strongest force on any atom = 0.073 Eh/bohr
Charge = 0
SMILES = CCCC=O.O
HOMO energy = -10.0 eV
LUMO = 0.90 eV
Gap between HOMO and LUMO = 10.93 eV

(6)
DFT (the ωB97M-V functional and the def2-TZVPD basis) results for a cluster of 3 separate species, C4H10O2 in total.

```
16
Properties=species:S:1:pos:R:3:lowdin_charge:R:1
C -0.3501 0.7016 -1.2006 0.01
C 0.5835 -0.2071 -0.8968 -0.51
C 0.5839 -1.6186 -1.4105 -0.05
O 1.6434 0.0389 -0.0782 0.02
H -0.3020 1.7183 -0.8218 0.05
H -1.1896 0.4320 -1.8304 0.06
H 0.6896 -2.3322 -0.5859 0.08
H 1.4254 -1.7834 -2.0926 0.09
H -0.3441 -1.8333 -1.9471 0.08
H 1.5516 0.9377 0.2867 0.08
H -1.7624 -1.2593 1.3255 0.06
H -1.4469 -0.9152 0.7438 0.03
C -0.2788 1.5184 2.1376 -0.12
O 0.4168 2.2456 1.4668 -0.03
H -0.0893 0.4312 2.1891 0.07
H -1.1309 1.9256 2.7143 0.09
```

Calculated values
Strongest force on any atom = 0.010 Eh/bohr
Charge = 0
SMILES = C=C(C)O.[H][H].C=O
HOMO energy = -8.7 eV
LUMO = 0.51 eV
Gap between HOMO and LUMO = 9.24 eV

(7)
DFT (the ωB97M-V functional and the def2-TZVPD basis) results for a cluster of 2 separate species, C4H10O2 in total in a non-equilibrium geometry.

```
16
Properties=species:S:1:pos:R:3:lowdin_charge:R:1
O -0.1715 0.1161 -0.7199 -0.12
C -0.7778 -1.1482 -0.6531 -0.27
C -0.9502 -1.6519 0.7851 -0.26
O -1.7236 -2.8286 0.8560 -0.07
H 0.7552 0.1958 -0.2782 0.10
H -1.7596 -1.0449 -1.1248 0.13
H -0.2059 -1.8921 -1.2332 0.12
H 0.0427 -1.8055 1.2381 0.12
H -1.4869 -0.9068 1.3765 0.12
H -1.3151 -3.5060 0.3078 0.08
C 0.6478 2.6343 -0.1952 -0.06
C 1.8483 2.0810 0.0000 -0.10
H 0.2829 2.8717 -1.1806 0.06
H -0.0535 2.7667 0.6130 0.06
H 2.2746 2.0214 0.9909 0.05
H 2.5927 2.0970 -0.7824 0.05
```

Calculated values
Strongest force on any atom = 0.053 Eh/bohr
Charge = 0
SMILES = OCCO.C=C
HOMO energy = -9.9 eV
LUMO = 0.88 eV
Gap between HOMO and LUMO = 10.83 eV

(8)
DFT (the ωB97M-V functional and the def2-TZVPD basis) results for an isolated molecule of C4H10O2.

```
16
Properties=species:S:1:pos:R:3:lowdin_charge:R:1
C 2.3902 -0.7169 -0.3989 -0.10
O 1.4045 0.1859 0.0482 -0.21
C 0.1937 0.3319 -0.6892 -0.17
C -0.8755 0.3722 0.4052 -0.44
C -2.3289 0.5538 0.0054 -0.04
O -0.7772 -0.8350 1.1338 -0.03
H 1.9824 -1.4765 -1.0788 0.09
H 3.2155 -0.1941 -0.8995 0.09
H 2.7967 -1.2269 0.4834 0.09
H 0.0443 -0.5237 -1.3650 0.13
H 0.2066 1.2551 -1.2880 0.13
H -0.5931 1.2245 1.0459 0.14
H -2.9182 0.5828 0.9287 0.08
H -2.7022 -0.2767 -0.6032 0.08
H -2.4880 1.4987 -0.5248 0.08
H 0.1752 -0.9265 1.2898 0.08
```

Calculated values
Strongest force on any atom = 0.007 Eh/bohr
Charge = 0
SMILES = COC[C@@H](C)O
HOMO energy = -9.9 eV
LUMO = 1.00 eV
Gap between HOMO and LUMO = 10.86 eV

Computed relative energy (zero: lowest compared OMol25 entry of this formula, charge and spin), in the same sequence as the records: 189.6, 225.4, 170.5, 619.8, 110.2, 248.0, 225.2, 114.7 kJ/mol.